Record 1
C28H31N5O5Re as an isolated structure in a non-equilibrium geometry, computed with ωB97M-V with the def2-TZVPD basis set.

Geometry (Å):
Re 0.654 0.318 0.210
C -0.466 6.288 -0.740
O -0.104 4.955 -0.320
C 0.996 4.420 -0.987
C 2.034 5.176 -1.574
C 2.842 4.587 -2.538
C 2.909 3.252 -2.702
C 1.927 2.396 -2.016
C 1.916 0.999 -2.249
N 0.880 0.244 -1.736
N 0.104 -0.555 -2.453
C -1.070 -0.700 -1.828
O -1.214 -0.197 -0.628
C -2.146 -1.352 -2.517
C -1.814 -1.824 -3.792
C -2.646 -2.669 -4.482
C -3.880 -2.968 -3.931
C -4.245 -2.490 -2.706
C -3.433 -1.605 -2.008
C 0.957 2.956 -1.110
O 0.086 2.308 -0.427
H -1.041 6.738 0.131
H -1.154 6.197 -1.591
H 0.367 6.945 -1.043
H 2.129 6.237 -1.320
H 3.567 5.221 -3.077
H 3.668 2.781 -3.401
H 2.631 0.473 -2.931
H -0.837 -1.513 -4.188
H -2.365 -3.087 -5.488
H -4.540 -3.613 -4.517
H -5.136 -2.867 -2.194
H -3.762 -1.240 -1.037
C -1.030 2.569 3.498
C -0.072 1.827 2.559
N -0.511 0.827 1.724
O -1.864 0.511 1.810
C 1.307 2.039 2.513
C 2.156 2.828 3.460
N 1.850 1.314 1.397
O 3.126 1.340 1.247
H -1.930 2.871 2.932
H -0.524 3.492 3.843
H -1.371 1.966 4.339
H -2.121 0.343 0.858
H 3.207 2.614 3.419
H 1.730 2.679 4.475
H 2.011 3.925 3.263
C -2.139 -4.826 1.890
N -1.200 -4.114 1.061
C -0.662 -4.774 -0.137
C -0.980 -2.705 1.276
C 0.505 -2.477 1.512
C 1.138 -3.315 2.388
C 2.519 -3.276 2.568
C 3.328 -2.453 1.755
C 2.716 -1.631 0.825
C 1.289 -1.470 0.851
H -2.575 -5.736 1.419
H -2.979 -4.159 2.168
H -1.606 -5.142 2.770
H -0.280 -5.788 0.125
H 0.185 -4.197 -0.485
H -1.394 -4.894 -0.975
H -1.542 -2.392 2.191
H -1.381 -2.164 0.414
H 0.541 -4.098 2.960
H 3.007 -3.922 3.276
H 4.410 -2.435 1.884
H 3.321 -0.986 0.116

frontier orbital gap (spin up / spin down): 5.8 / 6.0 eV
ΔE to the lowest compared entry with this formula, charge and spin: 2.7762 eV
2S+1: 4

Record 2
C28H31N7SSbSe4Tl as an isolated structure, computed with ωB97M-V with the def2-TZVPD basis set.

Geometry (Å):
Tl -0.482 0.120 -0.068
C 1.765 0.702 -3.185
C 2.577 1.597 -2.294
C 3.859 2.007 -2.666
C 4.586 2.810 -1.810
C 4.019 3.183 -0.599
C 2.741 2.730 -0.294
N 2.038 1.959 -1.128
Sb 1.938 3.290 1.633
C 1.906 1.323 2.539
C 2.977 1.134 3.409
C 3.111 -0.079 4.065
C 2.152 -1.048 3.860
C 1.095 -0.791 2.991
C 0.020 -1.809 2.770
N 0.992 0.369 2.327
C -0.109 3.671 1.111
C -0.364 4.769 0.294
C -1.677 5.186 0.143
C -2.678 4.487 0.793
C -2.342 3.380 1.567
C -3.385 2.556 2.259
N -1.070 2.994 1.734
H 2.073 0.798 -4.225
H 0.707 0.946 -3.105
H 1.896 -0.341 -2.886
H 4.265 1.698 -3.620
H 5.580 3.144 -2.080
H 4.558 3.815 0.096
H 3.692 1.931 3.571
H 3.942 -0.255 4.737
H 2.203 -2.002 4.369
H 0.159 -2.674 3.417
H 0.015 -2.153 1.734
H -0.963 -1.378 2.959
H 0.447 5.297 -0.193
H -1.915 6.045 -0.473
H -3.715 4.778 0.694
H -4.385 2.949 2.083
H -3.194 2.532 3.332
H -3.348 1.530 1.891
C -5.944 -3.230 0.487
C -5.456 -2.347 -0.654
N -4.135 -2.704 -1.131
C -2.950 -2.330 -0.584
S -2.964 -1.211 0.728
N -1.915 -2.929 -1.159
N -0.696 -2.495 -0.781
C 0.317 -3.186 -1.177
C 0.204 -4.458 -1.966
C 1.666 -2.675 -0.844
C 2.808 -3.389 -1.220
C 4.060 -2.885 -0.921
C 4.160 -1.676 -0.251
C 2.983 -1.033 0.094
N 1.774 -1.511 -0.185
H -6.948 -2.934 0.797
H -5.276 -3.136 1.343
H -5.974 -4.278 0.183
H -5.433 -1.304 -0.338
H -6.135 -2.416 -1.506
H -4.049 -3.394 -1.860
H -0.840 -4.649 -2.188
H 0.604 -5.304 -1.401
H 0.761 -4.393 -2.903
H 2.712 -4.329 -1.743
H 4.949 -3.431 -1.210
H 5.115 -1.238 0.002
H 3.009 -0.083 0.616
Se -1.901 2.310 -1.855
Se -3.330 3.519 -3.358
Se -3.520 1.440 -4.466
Se -3.340 0.479 -2.301

frontier orbital gap: 6.4 eV
ΔE to the lowest compared entry with this formula, charge and spin: 0.0000 eV

Record 3
C28H32BrF6N4O6ReS2 as an isolated structure, computed with ωB97M-V with the def2-TZVPD basis set.

Geometry (Å):
Re -0.036 0.259 0.388
C 4.803 -1.710 -1.535
C 3.482 -1.708 -1.956
C 2.510 -1.062 -1.211
C 2.863 -0.399 -0.039
C 4.190 -0.397 0.388
C 5.149 -1.058 -0.362
N 1.872 0.313 0.738
N 2.396 1.069 1.679
C 1.474 1.846 2.256
C 1.787 2.721 3.315
C 0.787 3.472 3.859
C -0.525 3.360 3.355
C -0.777 2.506 2.325
N 0.214 1.759 1.766
H 5.560 -2.217 -2.119
H 3.201 -2.206 -2.874
H 1.493 -1.078 -1.570
H 4.465 0.120 1.292
H 6.176 -1.053 -0.025
H 2.810 2.763 3.660
H 0.995 4.151 4.675
H -1.334 3.944 3.768
H -1.759 2.389 1.893
C -2.392 -7.385 -0.422
C -2.138 -6.589 -1.714
C -0.879 -7.133 -2.414
C -3.334 -6.769 -2.647
C -1.890 -5.139 -1.358
C -0.818 -4.820 -0.490
C -0.520 -3.530 -0.205
Br 0.882 -3.167 0.977
C -1.261 -2.430 -0.816
O -0.799 -1.244 -0.806
C -2.489 -2.765 -1.531
C -2.698 -4.093 -1.819
C -3.535 -1.757 -2.005
C -3.414 -0.367 -1.382
C -3.418 -1.628 -3.535
C -4.930 -2.296 -1.642
H -2.583 -8.427 -0.679
H -3.262 -7.003 0.114
H -1.536 -7.366 0.253
H -1.038 -8.182 -2.668
H 0.004 -7.078 -1.777
H -0.674 -6.587 -3.336
H -3.451 -7.829 -2.875
H -3.194 -6.245 -3.594
H -4.265 -6.429 -2.190
H -0.226 -5.611 -0.053
H -3.555 -4.349 -2.423
H -2.547 0.158 -1.763
H -3.372 -0.403 -0.291
H -4.293 0.218 -1.656
H -2.442 -1.236 -3.821
H -4.180 -0.933 -3.893
H -3.575 -2.586 -4.031
H -5.030 -2.435 -0.564
H -5.171 -3.236 -2.136
H -5.676 -1.566 -1.957
F -0.558 5.460 -1.505
C -0.724 4.470 -0.649
F 0.470 3.955 -0.333
F -1.297 4.929 0.460
S -1.784 3.151 -1.383
O -1.790 2.093 -0.386
O -3.010 3.778 -1.718
N -0.970 2.742 -2.676
S -0.062 1.488 -2.726
O 0.604 1.202 -1.430
O -0.597 0.346 -3.393
C 1.359 2.102 -3.729
F 1.939 3.118 -3.111
F 0.921 2.479 -4.916
F 2.230 1.109 -3.866
C -0.968 -0.658 3.118
O -1.079 -0.598 1.703
H -1.248 -1.661 3.440
H -1.642 0.065 3.579
H 0.056 -0.459 3.441

frontier orbital gap (spin up / spin down): 7.2 / 5.1 eV
ΔE to the lowest compared entry with this formula, charge and spin: 0.7914 eV
2S+1: 4
total charge: +1

Computed electronic energy, in the same sequence as the records: -1813.54903, -11885.51908, -5804.22557 hartree.